# 1
DFT (wB97M-V/def2-TZVPD) results for C11H20Cl4FI3NO as an isolated structure.

E_HOMO (eV): -11.460
E (Ha): -3394.5583
Frontier orbital gap (eV): 8.4933

ORCA input file:
```
! RIJCOSX wB97M-V def2-TZVPD def2/J DEFGRID3
* xyz 1 1
C -0.8693 -0.5538 -1.1089
C 0.4862 0.1559 -1.2646
I 0.7800 0.6772 -3.3056
C 1.5872 -0.7167 -0.6278
I 3.6055 -0.4669 -1.3071
C 1.5151 -0.6026 0.8951
C 1.8453 -1.8793 1.6905
C 1.9501 -1.4202 3.1364
F 0.8965 -1.7297 3.9167
N 1.9708 0.1044 3.0258
O 2.7706 0.6331 4.0360
C 2.4303 0.4000 1.6234
I 2.2719 2.4487 1.2348
H -1.5932 -0.1867 -1.8312
H -1.2840 -0.3768 -0.1125
H -0.7715 -1.6324 -1.2436
H 0.4374 1.0915 -0.7099
H 1.3747 -1.7556 -0.8764
H 0.4950 -0.2934 1.1650
H 1.0679 -2.6273 1.5418
H 2.7932 -2.2881 1.3384
H 2.8964 -1.6880 3.6043
H 0.9954 0.4285 3.1414
H 2.4015 1.5040 4.2658
H 3.4572 0.0374 1.5797
Cl -1.1674 1.2243 2.6941
C -2.4568 0.3535 3.5887
C -2.0312 -1.0263 4.0079
Cl -1.7744 -2.0955 2.6027
H -3.3188 0.3225 2.9281
H -2.6984 0.9551 4.4624
H -2.8122 -1.4728 4.6200
H -1.1074 -1.0066 4.5817
Cl -2.0512 3.5477 -5.6844
C -1.4807 2.2244 -6.7324
C -2.4839 1.1045 -6.8378
Cl -2.6865 0.2427 -5.2883
H -0.5371 1.8686 -6.3258
H -1.3029 2.6477 -7.7193
H -2.1396 0.3749 -7.5684
H -3.4615 1.4723 -7.1369
*
```



# 2
DFT (wB97M-V/def2-TZVPD) results for C11H20ClIN2O2PZr as an isolated structure.

Energy above the lowest of the compared OMol25 structures with the same formula, charge and spin (kcal/mol): 0.0
E_HOMO (eV): -18.743
E (Ha): -1836.4499
Frontier orbital gap (eV): 6.4363

ORCA input file:
```
! RIJCOSX wB97M-V def2-TZVPD def2/J DEFGRID3
* xyz 3 1
C -2.9668 1.6482 -4.3210
C -2.3699 0.3738 -4.0966
H -3.8889 1.5942 -4.9462
H -2.1993 2.2488 -4.8375
H -3.1958 2.1043 -3.3260
O -2.2521 -0.7601 -3.8538
I -3.1414 2.0878 0.3078
Zr -0.8629 0.7874 -0.1701
P 0.9473 -0.9844 -1.3848
C 1.0380 -2.7789 -1.1005
C 0.7625 -0.9998 -3.2056
H 2.8910 0.4916 -1.3879
H 3.2501 -1.0858 -2.1348
H 3.1586 -0.9568 -0.3493
C 2.7418 -0.5914 -1.2971
H 0.5456 0.0087 -3.5714
H 1.7148 -1.3273 -3.6389
H 1.8017 -3.2106 -1.7692
H 0.0656 -3.2489 -1.2981
H -0.0435 -1.6791 -3.5035
H 1.3390 -2.9639 -0.0595
C -1.7832 -1.1542 -0.3553
O -2.3382 -2.1768 -0.3613
Cl -0.0903 2.1869 -1.9737
C 2.7094 0.6537 4.1732
C 1.3645 0.7444 3.5732
C 0.1153 0.5948 4.1665
C -0.8362 0.6751 3.1475
N -0.1959 0.9313 1.9641
N 1.1454 0.9965 2.2789
C -2.2986 0.6058 3.3103
H 3.0669 1.6265 4.5416
H 2.6588 -0.0247 5.0350
H 3.4465 0.2459 3.4683
H -0.0851 0.3787 5.2063
H 1.8552 1.2382 1.5900
H -2.5100 0.0769 4.2553
H -2.7705 1.5974 3.4170
H -2.7893 0.0456 2.5071
*
```



# 3
DFT (wB97M-V/def2-TZVPD) results for C11H20F3GaHgNO2S2 as an isolated structure.

E_HOMO (eV): -10.558
E (Ha): -3810.1090
Frontier orbital gap (eV): 2.6166

ORCA input file:
```
! RIJCOSX wB97M-V def2-TZVPD def2/J DEFGRID3
* xyz 1 1
O -0.9158 1.9935 -2.0802
C -1.1146 2.6812 -0.8558
C 0.2561 2.8844 -0.2076
Ga 0.1126 3.1148 1.8019
C -0.7556 1.6050 2.8516
C 0.0751 0.3270 2.6429
C -0.6907 -0.6452 1.7554
S -0.2121 -2.3689 2.0115
C 1.1695 -2.4643 0.8674
S 2.5430 -1.6810 1.3017
N 1.0217 -3.2089 -0.2589
C -0.3335 -3.1394 -0.8487
C -0.4122 -3.7709 -2.2260
O 0.6201 -3.3404 -3.0789
C 1.8274 -3.7927 -2.5240
C 2.0989 -3.0325 -1.2404
C -1.7897 4.0204 -1.2163
F -1.2269 5.0627 -0.5459
F -3.0930 3.9952 -0.8300
F -1.7618 4.2716 -2.5301
H -0.7662 1.0732 -1.8620
H -1.7904 2.1035 -0.2288
H 0.7497 3.7307 -0.6645
H 0.8225 1.9691 -0.3622
H -0.9122 4.4962 2.0257
H 1.5522 3.5276 2.4366
H -0.8351 1.8793 3.8960
H -1.7737 1.5227 2.4830
H 0.2610 -0.0676 3.6369
H 1.0446 0.5798 2.2184
H -1.7591 -0.5719 1.9197
H -0.5058 -0.4042 0.7117
H -1.0367 -3.6922 -0.2377
H -0.7187 -2.1213 -0.9189
H -0.4107 -4.8599 -2.1476
H -1.3432 -3.4997 -2.7097
H 2.6632 -3.5826 -3.1804
H 1.8241 -4.8694 -2.3448
H 2.2646 -1.9885 -1.4932
H 3.0004 -3.4569 -0.8129
Hg 0.2509 5.7207 2.8451
*
```



# 4
DFT (wB97M-V/def2-TZVPD) results for a 3-piece molecular cluster, C11H20F6N5O5 overall.

E_HOMO (eV): -10.679
E (Ha): -1679.8088
Frontier orbital gap (eV): 4.0808

ORCA input file:
```
! RIJCOSX wB97M-V def2-TZVPD def2/J DEFGRID3
* xyz 1 1
C -2.9665 -6.2504 0.1902
C -2.7065 -4.6192 -0.0681
C -2.4609 -3.8699 1.3681
N -2.6531 -2.3735 1.3658
C -2.8553 -1.9586 2.8183
C -1.6244 -1.5727 0.6122
O -1.6570 -1.6626 -0.7464
C -0.5063 -0.5444 1.2399
F -1.1218 0.5732 2.0501
F 0.1418 0.1748 0.0779
C 0.7307 -1.2785 2.0380
F 0.5872 -2.7427 2.2011
F 1.9932 -1.0799 1.2312
C 1.0588 -0.6576 3.5218
F -0.0673 -0.6905 4.4814
F 2.1245 -1.5550 4.1085
C 1.7994 0.8384 3.4194
O 3.1583 0.8736 3.3965
O 1.0757 2.1185 3.3744
H -3.3314 -6.7015 -0.8325
H -1.9716 -6.7897 0.5688
H -3.7836 -6.3388 1.0389
H -1.6628 -4.5775 -0.6463
H -3.5262 -4.1259 -0.7415
H -1.4364 -4.2480 1.7866
H -3.2913 -4.3048 2.1086
H -3.5873 -2.1932 0.8895
H -3.7449 -2.5499 3.3512
H -3.1664 -0.8114 2.8277
H -1.8697 -2.1758 3.4259
H 0.2105 2.0674 3.8792
C 0.2474 3.8237 -2.6850
O 0.5313 4.9227 -3.1347
N 1.0612 3.1442 -1.8570
N -0.9048 3.1938 -2.9774
H 0.8448 2.2384 -1.4765
H 1.9390 3.5830 -1.6115
H -1.5460 3.6709 -3.5975
H -1.1564 2.2889 -2.6169
C 4.8515 5.2636 -4.6872
O 5.6537 5.2484 -5.6075
N 5.1998 5.5665 -3.4236
N 3.5475 4.9787 -4.8544
H 4.5537 5.5843 -2.6527
H 6.1724 5.7872 -3.2544
H 3.2433 4.7454 -5.7906
H 2.8717 4.9860 -4.1091
*
```



# 5
DFT (wB97M-V/def2-TZVPD) results for C11H20MgN4O2S as an isolated structure.

E_HOMO (eV): -6.910
E (Ha): -1399.0832
Frontier orbital gap (eV): 7.0772

ORCA input file:
```
! RIJCOSX wB97M-V def2-TZVPD def2/J DEFGRID3
* xyz 0 1
Mg 0.6911 0.5735 -0.8990
N 0.6718 2.4972 -1.9110
C -0.7389 2.5519 -2.4210
C -1.6436 1.6080 -1.6198
O -2.7398 1.3336 -2.0699
O -1.1113 1.1800 -0.5154
H 0.7175 3.0416 -1.0516
H 1.3051 2.9423 -2.5639
H -0.7568 2.2392 -3.4612
H -1.1564 3.5552 -2.3610
C -1.6530 -2.1494 1.3475
N -0.8276 -1.9063 0.1674
C -1.1800 -1.7338 -1.0989
S 0.0755 -1.4057 -2.2732
N -2.4336 -1.8687 -1.5356
C -3.6924 -1.6201 -0.8145
H -0.9696 -2.2927 2.1798
H -2.2418 -3.0552 1.2335
H -2.2986 -1.3050 1.5712
H 0.1438 -1.7025 0.3633
H -2.4800 -1.6445 -2.5180
H -3.8716 -2.3442 -0.0300
H -4.4882 -1.7222 -1.5461
H -3.7062 -0.6057 -0.4260
C 2.9509 -1.8291 0.1139
C 2.6955 -0.6763 1.0396
C 3.2481 -0.4590 2.2752
C 2.6816 0.7513 2.7731
C 1.8152 1.2058 1.8135
C 0.9743 2.4473 1.8406
N 1.7938 0.3351 0.7348
H 3.8667 -2.3393 0.4134
H 3.0798 -1.5169 -0.9258
H 2.1513 -2.5763 0.1107
H 3.9759 -1.0915 2.7640
H 2.8903 1.2332 3.7181
H 0.8321 2.7809 2.8685
H -0.0153 2.2844 1.4073
H 1.4445 3.2842 1.3065
*
```



# 6
DFT (wB97M-V/def2-TZVPD) results for C11H20N2O4Ru as an isolated structure.

Energy above the lowest of the compared OMol25 structures with the same formula, charge and spin (kcal/mol): 34.0
E_HOMO (spin up / spin down) (eV): -24.419 / -24.584
E (Ha): -934.5898
Frontier orbital gap (spin up / spin down) (eV): 6.9956 / 6.0265

ORCA input file:
```
! RIJCOSX wB97M-V def2-TZVPD def2/J DEFGRID3
* xyz 4 5
Ru 0.0269 -0.5031 -0.1102
C -1.2333 -0.5634 2.6858
C -2.3444 0.2256 1.9678
O -2.0575 0.2938 0.5780
C -2.2904 1.5131 -0.1271
C -1.2357 1.5935 -1.2414
O 0.0006 1.4846 -0.5521
C 1.2434 1.6124 -1.2263
C 2.2853 1.5541 -0.1008
O 2.0730 0.3291 0.6010
C 2.3439 0.2750 1.9961
C 1.2381 -0.5335 2.7040
O -0.0005 -0.0232 2.2313
H -1.3562 -0.4283 3.7763
H -1.2815 -1.6489 2.4749
H -3.3118 -0.2877 2.1247
H -2.4432 1.2325 2.3962
H -3.3093 1.5144 -0.5566
H -2.2086 2.3817 0.5464
H -1.3513 0.7532 -1.9777
H -1.3218 2.5438 -1.7977
H 1.3811 0.7731 -1.9606
H 1.3195 2.5625 -1.7832
H 3.3104 1.5790 -0.5126
H 2.1655 2.4178 0.5725
H 3.3204 -0.2168 2.1708
H 2.4150 1.2870 2.4210
H 1.3163 -1.6208 2.5055
H 1.3429 -0.3871 3.7951
N 0.6459 -4.6376 -1.1037
C -0.6955 -4.6435 -1.0631
C -1.0798 -3.3553 -0.6224
N 0.0371 -2.6197 -0.4193
C 1.0817 -3.4278 -0.7266
H 1.2289 -5.4245 -1.4132
H -1.3166 -5.4882 -1.3386
H -2.0874 -2.9828 -0.4757
H 2.1262 -3.1408 -0.6811
*
```



# 7
DFT (wB97M-V/def2-TZVPD) results for one molecule with the formula C11H20N2S.

Energy above the lowest of the compared OMol25 structures with the same formula, charge and spin (kcal/mol): 61.7
E_HOMO (eV): -8.564
E (Ha): -938.7652
Frontier orbital gap (eV): 9.2529

ORCA input file:
```
! RIJCOSX wB97M-V def2-TZVPD def2/J DEFGRID3
* xyz 0 1
N -1.9674 -1.6585 1.6391
S -1.0528 -0.3306 -0.5829
C -0.9376 -1.1070 1.0327
N 0.2803 -1.0034 1.6236
C -2.0661 2.2941 -0.9973
C 2.0847 -1.6255 0.3930
C 2.4426 -0.5204 2.5223
C 0.9970 2.1010 1.3083
C 1.5773 1.0151 -0.9106
C -0.5345 2.0028 0.9315
C 0.4374 1.8880 -1.3652
C 1.7387 0.9997 0.5789
C -0.8189 1.5513 -0.5095
C 1.5384 -0.4759 1.2027
H -1.7131 -2.2512 2.4800
H 0.3140 -1.7303 2.3562
H -1.8411 3.3182 -1.1948
H -2.7877 2.1809 -0.2717
H -2.3096 1.9466 -1.9899
H 1.9185 -2.6156 0.8815
H 1.5570 -1.5762 -0.5690
H 3.1940 -1.5634 0.1890
H 3.4913 -0.1293 2.4121
H 2.4437 -1.5801 2.9656
H 2.0138 0.0709 3.2350
H 1.0211 1.9565 2.4044
H 1.3659 3.1530 1.2616
H 2.6138 1.3941 -1.2101
H 1.3523 0.0367 -1.3811
H -0.8490 3.0506 0.9992
H -1.1134 1.3807 1.6092
H 0.6120 2.9561 -1.4241
H 0.2240 1.7257 -2.3992
H 2.7654 1.1377 0.7714
*
```



# 8
DFT (wB97M-V/def2-TZVPD) results for an isolated ion of composition C11H20N3 and charge +1.

Energy above the lowest of the compared OMol25 structures with the same formula, charge and spin (kcal/mol): 5.4
E_HOMO (eV): -11.606
E (Ha): -595.1567
Frontier orbital gap (eV): 8.5866

ORCA input file:
```
! RIJCOSX wB97M-V def2-TZVPD def2/J DEFGRID3
* xyz 1 1
C 2.2267 -1.5182 0.8166
C 1.8151 -0.2962 1.2396
C 1.5913 -1.7866 -0.4279
C 0.8069 -0.7129 -0.7253
C 1.7004 -2.9842 -1.3084
C -0.0505 -0.5668 -1.9351
C 1.1433 -2.6552 -2.6959
C -0.2058 -1.9498 -2.5830
C 0.0813 3.8236 1.1149
C -1.2777 0.5218 2.2322
C 0.2238 1.3961 0.3126
N 0.9506 0.2297 0.2910
N 0.8177 2.5874 1.1845
N -1.2567 1.0868 0.8717
H 2.9106 -2.1684 1.3241
H 2.0982 0.2648 2.1056
H 2.7425 -3.3023 -1.3761
H 1.1360 -3.8139 -0.8698
H -1.0474 -0.1710 -1.7001
H 0.4145 0.1229 -2.6486
H 1.8430 -2.0084 -3.2276
H 1.0280 -3.5723 -3.2717
H -0.8779 -2.5593 -1.9755
H -0.6542 -1.8364 -3.5705
H -0.0616 4.1024 0.0724
H -0.8907 3.8157 1.6298
H 0.7007 4.5866 1.5825
H -2.2990 0.2905 2.5312
H -0.6833 -0.3925 2.2597
H -0.8637 1.2349 2.9435
H 0.0629 1.8074 -0.6855
H 1.0171 2.2807 2.1251
H -1.6776 0.4172 0.2174
H -1.7842 1.9650 0.8401
*
```



# 9
DFT (wB97M-V/def2-TZVPD) results for an isolated ion of composition C11H20NOS and charge +1.

Energy above the lowest of the compared OMol25 structures with the same formula, charge and spin (kcal/mol): 0.0
E_HOMO (eV): -12.199
E (Ha): -959.0155
Frontier orbital gap (eV): 9.6703

ORCA input file:
```
! RIJCOSX wB97M-V def2-TZVPD def2/J DEFGRID3
* xyz 1 1
C -0.9048 -1.4294 3.0682
C -1.1402 -2.4626 2.2885
C -0.3205 -0.2809 2.2570
C -0.2453 -0.5635 0.9380
C 0.1159 0.9328 3.0104
C 2.2782 -1.0714 -0.2635
C 0.6343 -1.1880 -2.2982
C -2.1425 1.3583 -0.4348
C -0.5525 1.9231 -2.1550
C 0.2006 0.3548 -0.2454
C 1.3014 -0.3262 -1.1160
N -0.9084 0.8672 -1.1658
O 2.0011 0.7537 -1.7408
S -0.9899 -2.0981 0.5832
H -0.9911 -1.5723 4.1602
H -1.6569 -3.4359 2.5081
H 0.8032 0.5621 3.7696
H 0.5479 1.7183 2.4005
H -0.7992 1.1026 3.6171
H 2.6101 -0.3194 0.4734
H 1.7802 -2.0297 -0.0786
H 3.2669 -1.2311 -0.8210
H -0.2389 -1.8781 -1.9290
H 1.3950 -1.8792 -2.4239
H 0.5008 -0.5838 -3.1507
H -2.1714 2.4293 -0.2004
H -2.9749 1.1462 -1.1088
H -2.1290 0.7772 0.4517
H -0.0809 2.6654 -1.5269
H 0.0156 1.5538 -3.0496
H -1.4754 2.2069 -2.5787
H 0.6508 1.2466 0.2612
H -1.3318 0.1041 -1.7140
H 2.9515 0.6469 -1.7862
*
```



# 10
DFT (wB97M-V/def2-TZVPD) results for a 2-piece molecular cluster, C11H20O2S overall.

Energy above the lowest of the compared OMol25 structures with the same formula, charge and spin (kcal/mol): 0.0
E_HOMO (eV): -8.872
E (Ha): -979.6328
Frontier orbital gap (eV): 8.3346

ORCA input file:
```
! RIJCOSX wB97M-V def2-TZVPD def2/J DEFGRID3
* xyz 0 1
C 1.2910 -0.0444 -0.9940
C 1.3558 1.3039 -1.1368
C -0.8918 -1.9793 0.4212
C 3.4124 1.1115 0.5998
C 1.3007 2.0175 1.3210
C 2.6697 3.3512 -0.2473
C -3.0991 -0.7212 0.2737
C -1.7293 -1.3748 -1.7722
C -2.7941 -3.1877 -0.4825
C 2.1911 1.8918 0.1335
C -2.1321 -1.7685 -0.3822
O -0.0573 -2.8249 0.2027
O 0.7529 2.0257 -1.9115
S 2.2153 -1.2939 -1.5640
H 3.3919 0.1322 1.0185
H 4.0603 1.1890 -0.2722
H 3.9603 1.6973 1.3260
H 0.6910 1.0689 1.3635
H 1.9186 2.2302 2.1687
H 0.6180 2.8866 1.2469
H 2.9884 3.8945 0.6024
H 3.3944 3.2594 -1.0615
H 1.7339 3.6587 -0.6936
H -3.0189 0.2122 -0.2093
H -4.1610 -0.9854 0.3303
H -2.7648 -0.6797 1.2670
H -2.5389 -1.2862 -2.3139
H -1.2425 -2.2381 -2.1721
H -1.1386 -0.4159 -1.7599
H -3.8326 -3.0524 -0.6624
H -2.2650 -3.7376 -1.1202
H -2.6325 -3.6941 0.4557
H -0.8810 -1.3775 1.3274
H 1.6067 -2.1448 -0.8030
*
```



# 11
DFT (wB97M-V/def2-TZVPD) results for C11H21AuN3O5S as an isolated structure.

Energy above the lowest of the compared OMol25 structures with the same formula, charge and spin (kcal/mol): 21.8
E_HOMO (eV): -11.465
E (Ha): -1505.8683
Frontier orbital gap (eV): 7.2025

ORCA input file:
```
! RIJCOSX wB97M-V def2-TZVPD def2/J DEFGRID3
* xyz 1 1
Au 0.4335 -0.3339 0.5329
O -1.5096 -1.8631 -1.2772
C -2.1515 -3.0419 -0.8425
C -1.1025 -4.0366 -0.4031
N -0.6159 -3.9147 1.0044
C 0.4814 -4.4712 1.3270
C 3.3827 -2.2244 1.7019
O 3.8376 -2.8249 2.5810
O 2.9410 -1.6096 0.8210
C -1.5561 -3.4315 2.0203
C -1.9110 -1.9116 2.1354
O -3.0080 -1.7746 2.6384
O -1.1083 -0.9821 1.8096
H -2.1799 -1.1997 -1.4703
H -2.7027 -3.5155 -1.6607
H -2.8647 -2.8351 -0.0392
H -0.2319 -3.9731 -1.0538
H -1.5246 -5.0405 -0.4775
H 0.9802 -5.1367 0.6290
H 0.7229 -4.5718 2.3789
H -1.1935 -3.7264 3.0023
H -2.5039 -3.9229 1.8170
C 0.9937 4.6133 -2.1122
N 0.9014 3.1599 -1.9850
C 1.0188 2.4638 -3.2624
C 1.0006 2.5273 -0.8054
S 1.7924 0.9898 -0.7696
N 0.5441 3.1310 0.2980
C 0.9460 2.7257 1.6402
C -0.5731 4.0744 0.2737
H 1.7998 4.8392 -2.8116
H 1.2370 5.0707 -1.1601
H 0.0700 5.0412 -2.5030
H 0.3429 2.9432 -3.9705
H 0.7490 1.4198 -3.1515
H 2.0379 2.5280 -3.6482
H 1.9649 2.3511 1.6319
H 0.2816 1.9538 2.0351
H 0.8910 3.6038 2.2824
H -1.0949 4.0201 -0.6772
H -0.2499 5.0989 0.4585
H -1.2687 3.7871 1.0621
*
```



# 12
DFT (wB97M-V/def2-TZVPD) results for one molecule with the formula C11H21BO2.

Energy above the lowest of the compared OMol25 structures with the same formula, charge and spin (kcal/mol): 44.5
E_HOMO (eV): -8.818
E (Ha): -606.9525
Frontier orbital gap (eV): 9.2214

ORCA input file:
```
! RIJCOSX wB97M-V def2-TZVPD def2/J DEFGRID3
* xyz 0 1
B -0.5142 0.3617 -0.1819
C -2.0721 0.0443 0.0802
C 0.0333 0.0740 -1.6316
C -2.9864 1.1304 -0.5868
C -0.2121 -0.0875 2.8468
C 0.7156 2.1656 3.1729
C -0.2890 -1.9677 -2.6729
C 1.2299 -2.0536 -0.7396
C 2.1277 -0.7715 -2.5685
C 0.5381 1.2540 0.8038
C -0.1323 1.3048 2.2813
C 0.8211 -1.2098 -1.9489
O -2.5183 -0.9132 0.6806
O -0.4797 0.8684 -2.4160
H -2.3614 1.4682 -1.3817
H -3.0910 1.8780 0.3237
H -3.7667 0.5252 -0.9798
H 0.5935 -0.1837 3.5631
H -0.4830 -0.8728 2.1908
H -1.0349 -0.0335 3.5083
H 1.8535 2.0589 2.9391
H 0.5499 1.8212 4.1661
H 0.4405 3.1867 3.1233
H -0.2829 -1.4862 -3.6347
H -0.0939 -2.9716 -2.8595
H -1.2519 -1.9450 -2.1099
H 1.9817 -2.7846 -0.9551
H 1.7093 -1.2369 0.0236
H 0.4511 -2.3624 -0.0849
H 2.6520 -1.6574 -2.9927
H 2.8501 -0.4239 -1.7934
H 2.0113 -0.0496 -3.2970
H 0.5845 2.2264 0.1448
H 1.5869 0.8661 0.8409
H -1.1600 1.7769 2.1452
*
```



What max |F| values result from the calculations? In sequence: 0.8 8.3 1.8 10.1 0.8 3.4 3.2 4.4 4.0 5.3 1.3 5.3 eV/Å.